1.
C46H31F10IN4O2PS2Ti | ωB97M-V/def2-TZVPD

```
98
Properties=species:S:1:pos:R:3:mulliken_spin:R:1
I -1.776 1.264 -1.532 -0.015
Ti 0.607 0.271 0.291 0.939
S 2.065 0.819 -2.625 0.005
S 1.939 -2.289 0.197 -0.016
P -1.329 -2.053 -2.497 -0.029
F 0.832 7.048 0.222 0.000
F -1.129 6.508 2.024 0.000
F 4.639 5.154 2.621 0.000
F 1.270 2.407 -0.527 0.035
F 3.845 1.333 0.030 -0.001
F -1.881 4.045 2.584 0.000
F 5.100 3.653 0.390 0.000
F 1.493 2.016 4.089 0.000
F 2.845 4.262 4.468 0.000
F 2.053 4.942 -1.067 0.000
O 0.872 0.928 -3.435 -0.001
O 3.027 -0.151 -3.565 0.001
N 1.933 0.367 1.766 0.014
N 1.673 -0.277 -1.358 0.071
N -0.598 -0.816 1.900 -0.015
N -0.580 1.764 1.169 -0.029
C -1.731 1.382 1.983 -0.004
C -2.623 -4.639 -2.292 -0.001
C -2.795 2.584 -5.435 0.000
C -3.134 -2.169 -6.154 0.000
C -4.729 -3.547 -0.853 0.000
C -0.333 3.103 1.016 -0.031
C -4.727 -4.904 -1.146 0.000
C 3.098 3.536 3.377 0.000
C 2.468 -1.322 -1.046 0.002
C 3.550 2.046 1.128 -0.027
C 0.517 -4.178 -2.683 0.001
C -0.921 4.204 1.654 -0.004
C -3.112 1.506 -6.193 0.000
C -0.532 5.505 1.381 0.001
C -3.673 -5.445 -1.866 0.000
C -2.359 2.378 -4.113 -0.001
C 3.715 -1.596 -1.784 -0.002
C -0.874 -2.260 1.780 0.043
C 1.643 -0.529 2.890 0.006
C -3.676 -2.748 -1.268 0.005
C 0.466 5.789 0.467 -0.001
C -2.212 1.123 -3.591 0.001
C 2.254 -4.320 -4.341 0.000
C 1.623 -4.827 -3.215 0.000
C -2.439 -0.057 -4.376 0.000
C -2.949 0.190 -5.693 0.000
C 0.663 3.457 0.107 0.015
C 6.055 -2.099 -3.209 0.000
C 3.998 4.000 2.438 -0.001
C 3.969 -0.965 -2.993 -0.001
C 2.425 2.344 3.173 -0.004
C 2.611 1.545 2.039 0.027
C -2.566 -2.421 -4.898 0.000
C 0.666 -2.512 -4.401 -0.001
C -2.608 -3.280 -1.993 -0.012
C 1.081 4.732 -0.183 0.001
C 4.218 3.241 1.302 -0.001
C -1.903 -0.120 1.898 0.028
C 0.005 -3.029 -3.284 0.001
C 1.778 -3.153 -4.925 0.000
C 0.148 -0.554 3.165 0.028
C -2.200 -1.427 -4.020 0.008
C 5.819 -2.757 -2.005 0.000
C -3.297 -0.879 -6.548 0.000
C 5.130 -1.201 -3.709 0.000
C 4.657 -2.505 -1.303 -0.003
H -3.490 1.626 -7.200 0.000
H 4.455 -3.006 -0.366 0.000
H 1.987 -1.531 2.627 -0.005
H -3.695 -0.642 -7.528 0.000
H -3.691 -1.686 -1.044 0.000
H -3.667 -6.501 -2.108 0.000
H -3.410 -2.993 -6.799 0.000
H -1.307 -2.476 0.804 -0.011
H -5.545 -5.534 -0.823 0.000
H 5.283 -0.683 -4.646 0.000
H 3.120 -4.821 -4.753 0.000
H -0.149 0.417 3.551 -0.002
H 0.041 -2.831 1.889 0.002
H -2.655 1.853 1.631 -0.001
H 0.314 -1.599 -4.863 0.000
H -2.895 3.591 -5.816 0.000
H -2.399 -0.392 0.965 -0.024
H -2.154 3.239 -3.492 0.000
H 2.000 -5.721 -2.736 0.000
H -1.821 -5.082 -2.868 0.000
H 6.970 -2.282 -3.758 0.000
H -2.529 -0.478 2.724 0.005
H -1.605 1.692 3.024 0.001
H -0.117 -1.313 3.909 0.002
H 2.277 -2.736 -5.790 0.000
H 0.060 -4.569 -1.783 0.000
H 6.539 -3.466 -1.621 0.000
H -2.386 -3.452 -4.623 0.000
H -5.551 -3.110 -0.299 0.000
H -1.579 -2.563 2.562 0.001
H 2.187 -0.242 3.790 0.002
```

Summary:
multiplicity	2
E	-5424.58421	hartree
lowest unoccupied orbital energy (spin up / spin down)	-0.018 / -0.017	Ha
<S²>	0.75

2.
C46H33N6O4PW | ωB97M-V/def2-TZVPD

```
91
Properties=species:S:1:pos:R:3:mulliken_charge:R:1
W -0.328 -0.279 -0.168 1.742
P -2.262 -0.177 -1.918 2.763
O -1.887 -1.156 0.742 0.216
O -3.782 -0.861 1.866 -0.622
O -0.143 3.740 -1.475 -0.571
O 0.813 2.123 -3.433 -0.567
N -0.349 -2.549 -0.545 0.695
N -0.020 1.423 -1.375 0.248
N -1.223 1.434 0.917 0.907
N 0.480 -1.283 1.624 0.815
N 1.509 0.945 0.897 0.376
N 1.470 -0.674 -1.442 1.160
C 2.325 -1.688 -1.255 -0.351
C -3.491 -1.498 -1.643 1.291
C -4.121 -2.156 -2.695 -0.889
C -4.199 1.487 -0.747 -0.841
C -0.756 -0.662 -4.280 0.005
C 1.109 -0.629 2.610 0.288
C -0.614 -4.639 0.581 -0.680
C -4.951 -2.662 -0.094 -1.130
C 3.428 -1.877 -2.066 -0.904
C -0.565 -0.636 -5.653 -1.007
C -5.565 -3.314 -1.153 -0.799
C 0.162 -2.581 1.795 0.822
C 2.825 2.917 1.231 -1.297
C 0.354 -3.216 3.012 -0.918
C -2.396 2.417 2.735 -1.075
C -1.192 2.635 0.323 0.293
C 2.128 2.033 0.426 0.108
C -3.213 -1.193 0.859 -0.353
C -0.301 -3.291 0.584 0.460
C -0.435 2.696 -0.959 -0.158
C -1.802 1.328 2.119 -0.485
C 2.270 1.544 3.091 -1.160
C -2.381 3.650 2.106 -0.938
C 1.629 0.685 2.214 0.803
C -3.482 3.709 -2.249 -0.905
C 2.868 2.689 2.593 -0.788
C -0.983 -5.248 -0.608 -1.113
C -1.014 -4.492 -1.763 -0.991
C -0.697 -3.148 -1.684 -0.421
C -4.481 3.813 -1.293 -0.809
C 1.337 -1.210 3.845 -0.929
C -1.557 -0.135 -6.481 -0.924
C 0.788 1.359 -2.511 0.309
C -2.926 0.314 -4.557 -0.512
C -1.753 3.766 0.875 -0.425
C -3.189 1.377 -1.707 0.740
C 1.731 0.198 -2.427 -0.006
C -2.741 0.337 -5.928 -0.910
C -1.934 -0.194 -3.709 0.884
C 0.919 -2.511 4.059 -1.454
C 2.804 0.077 -3.286 -1.069
C -5.139 -3.070 -2.450 -0.839
C -4.838 2.700 -0.541 -0.785
C 3.669 -0.990 -3.103 -0.869
C -3.903 -1.784 -0.332 0.453
C -2.838 2.499 -2.457 -0.744
H 1.071 -2.988 5.018 0.488
H 0.363 -0.999 -6.075 0.494
H 0.080 -4.251 3.145 0.527
H 1.848 -0.662 4.622 0.494
H -3.199 4.571 -2.840 0.472
H -3.848 0.702 -4.143 0.631
H -5.625 2.770 0.197 0.543
H -0.577 -5.221 1.489 0.534
H -3.828 -1.964 -3.717 0.509
H 0.039 -1.051 -3.661 -0.036
H -4.990 4.755 -1.142 0.455
H 4.525 -1.119 -3.751 0.520
H -0.739 -2.532 -2.567 0.258
H 2.071 2.223 -0.633 0.629
H -1.238 -6.300 -0.624 0.500
H -4.518 0.638 -0.161 0.282
H -2.842 4.510 2.572 0.522
H -2.054 2.442 -3.205 0.455
H 4.088 -2.710 -1.873 0.526
H -6.373 -4.008 -0.967 0.468
H -5.612 -3.577 -3.282 0.483
H -5.267 -2.831 0.927 0.579
H 2.314 1.325 4.148 0.491
H -2.869 2.278 3.697 0.570
H -1.408 -0.105 -7.552 0.444
H 2.122 -2.358 -0.434 0.219
H -3.520 0.732 -6.567 0.472
H 3.374 3.377 3.255 0.500
H 3.306 3.774 0.781 0.527
H 2.934 0.819 -4.062 0.634
H -1.680 4.700 0.335 0.641
H -1.296 -4.912 -2.718 0.578
H -1.823 0.349 2.567 0.452
```

Summary:
E	-2810.41969	hartree
net charge	+2
relative energy (zero: lowest compared OMol25 entry of this formula, charge and spin)	0.000	eV
lowest unoccupied orbital energy	-0.219	Ha

3.
C46H35AlN4O10S2 | ωB97M-V/def2-TZVPD

```
98
Properties=species:S:1:pos:R:3:mulliken_charge:R:1
S -1.449 -2.625 1.090 -0.085
S -1.192 1.447 0.260 1.199
Al 0.757 -0.617 0.176 -0.373
O 1.940 2.722 -2.111 -0.577
O 2.123 0.092 -7.379 -0.594
O 0.572 3.153 -3.729 -0.571
O -0.750 -1.601 0.171 0.866
O 0.599 -0.636 2.189 0.579
O 1.776 -3.513 -2.414 -0.597
O 2.260 -2.016 -6.934 -0.595
O 1.593 -2.149 -0.789 -0.591
O 0.935 0.268 -1.312 0.396
O -0.931 2.339 -0.891 -0.739
N 2.574 -0.069 0.854 0.409
N 2.089 -0.858 -6.632 1.036
N 1.635 -2.394 -2.030 1.149
N 1.258 2.414 -3.067 1.108
C -7.430 -1.318 -0.381 -0.814
C -2.621 -3.398 0.058 0.914
C -4.600 0.692 -1.694 -1.234
C -4.543 -4.790 -1.370 0.872
C -2.129 3.728 1.377 -0.836
C -3.354 1.104 -1.325 -1.229
C -5.629 -5.519 -2.109 -1.563
C -1.454 3.035 3.986 -1.128
C -3.647 0.457 5.708 -1.055
C 1.275 -0.001 -2.529 -0.071
C -2.911 -4.715 0.410 -0.721
C -2.250 -1.626 2.330 0.383
C -6.689 -0.530 -1.209 -0.951
C -2.833 0.722 -0.070 1.056
C -1.529 2.504 1.651 -0.224
C -5.641 -1.361 1.242 -1.164
C -1.899 -2.073 3.636 -0.292
C -3.531 0.182 3.275 0.756
C 4.065 0.403 2.656 -0.999
C -2.400 4.588 2.424 -0.941
C -3.053 -0.522 2.127 -0.194
C -4.188 -3.488 -1.732 -0.707
C 1.689 -0.319 3.066 -0.810
C -4.853 -0.518 0.411 1.205
C -2.395 5.202 4.866 -1.712
C 2.836 0.021 2.165 0.754
C -4.447 1.549 5.550 -0.794
C -3.172 -0.253 4.577 1.272
C -3.538 -0.091 0.783 -0.021
C -1.177 2.159 2.946 0.211
C 3.563 0.226 -0.017 0.125
C 1.808 -0.572 -5.209 -0.875
C -4.805 1.988 4.253 -0.752
C 1.825 -1.601 -4.313 -0.525
C 1.580 0.746 -4.821 -0.347
C -2.355 -1.399 4.730 -1.184
C -3.232 -2.781 -1.029 -0.427
C -2.079 4.254 3.743 0.999
C -6.892 -1.743 0.857 -0.975
C 1.350 1.011 -3.500 -0.138
C 5.076 0.695 1.758 -0.373
C -5.384 -0.114 -0.837 1.073
C -3.879 -5.398 -0.305 -0.921
C 1.563 -1.307 -2.977 0.496
C 4.819 0.603 0.397 -1.174
C -4.361 1.328 3.146 -1.225
H -4.638 1.681 2.161 0.426
H -7.084 -0.205 -2.164 0.498
H 4.223 0.472 3.725 0.543
H 1.425 0.530 3.697 0.512
H -2.388 -5.196 1.229 0.521
H -1.296 -2.967 3.749 0.561
H -1.186 2.765 5.001 0.392
H -3.435 5.526 4.817 0.396
H -2.353 4.001 0.353 0.628
H 5.579 0.826 -0.337 0.484
H -5.440 -6.591 -2.139 0.422
H -4.816 2.082 6.417 0.473
H -2.105 -1.743 5.726 0.484
H -5.439 2.858 4.139 0.510
H -5.005 0.984 -2.655 0.447
H -3.371 0.111 6.696 0.475
H -5.734 -5.152 -3.129 0.390
H -2.934 -1.792 -1.346 0.400
H -1.776 6.099 4.799 0.402
H 2.040 -2.608 -4.640 0.696
H -0.696 1.215 3.159 0.656
H 1.921 -1.180 3.693 0.497
H -7.482 -2.378 1.505 0.491
H -8.429 -1.622 -0.665 0.454
H -2.862 5.546 2.216 0.459
H -4.111 -6.423 -0.044 0.445
H 3.321 0.176 -1.066 0.420
H -4.669 -3.020 -2.583 0.429
H -5.248 -1.708 2.189 0.433
H -2.758 1.739 -1.965 0.764
H 1.598 1.540 -5.556 0.664
H -0.220 -0.831 2.679 -0.246
H 6.052 0.996 2.113 0.453
H -2.220 4.743 5.838 0.371
H -6.584 -5.367 -1.601 0.290
```

Summary:
E	-3783.55933	hartree
net charge	+2
relative energy (zero: lowest compared OMol25 entry of this formula, charge and spin)	2.033	eV
lowest unoccupied orbital energy	-0.234	Ha

4.
C46H36N5O12S3W | ωB97M-V/def2-TZVPD

```
103
Properties=species:S:1:pos:R:3:mulliken_charge:R:1
W 0.055 -0.501 -0.239 2.108
S -1.600 1.143 -2.661 1.714
S 1.343 -5.106 0.213 -0.436
S 1.875 0.425 -2.866 1.647
O 1.012 1.188 -0.153 1.334
O 0.268 -2.854 -2.901 -0.538
O -2.856 1.823 -2.633 -0.837
O -1.462 0.021 -3.545 -0.444
O 0.897 -0.422 -2.023 -1.066
O -1.155 0.860 -1.212 -0.828
O -3.329 -0.876 -0.896 -0.579
O 2.963 0.905 -2.070 -0.769
O 2.624 -0.793 0.354 -0.198
O -1.236 -1.596 0.967 -0.755
O 0.924 -0.581 1.680 -0.231
O 2.186 -0.310 -4.046 -0.753
N -3.147 -2.468 -2.521 0.156
N 0.781 -2.416 -0.179 -0.694
N -1.159 0.767 1.278 1.329
N -1.262 -1.782 -1.484 1.552
N -2.326 0.204 1.773 -1.609
C 2.769 -1.919 2.461 -0.218
C 2.531 4.240 0.962 -0.812
C 2.347 3.053 0.281 -0.507
C -0.769 3.558 -3.533 -0.593
C -3.104 -2.234 -5.381 -0.063
C -3.484 -5.258 -2.889 -0.198
C -1.016 -3.267 -6.866 -1.056
C -5.755 -3.471 2.002 -0.373
C -2.111 -3.171 -3.225 3.606
C 1.204 2.292 0.539 -0.114
C 4.485 -3.503 3.037 -1.117
C 0.119 4.460 -4.094 -0.650
C -0.880 1.909 1.774 -0.667
C -3.440 -3.241 1.403 -0.049
C -2.216 -4.686 -2.948 -0.670
C -3.640 -6.613 -2.647 -1.038
C 1.597 4.691 1.900 -0.752
C 4.461 -4.764 5.215 -1.580
C -2.038 -2.580 -7.509 -0.507
C -1.044 -3.446 -5.493 -0.167
C 2.150 -2.145 3.706 0.769
C -3.082 -2.064 -6.760 -1.158
C -2.303 -1.047 1.491 0.106
C -2.525 -7.419 -2.450 -0.387
C 2.131 -1.043 1.453 1.241
C -0.342 2.286 -3.175 0.539
C -2.091 -2.929 -4.733 0.088
C 2.730 -3.054 4.579 -1.077
C 0.478 3.924 2.151 -1.046
C -4.682 -1.325 2.177 -0.499
C 0.882 -1.462 4.164 -0.957
C 0.276 2.717 1.478 0.919
C 3.889 -3.750 4.261 0.664
C -1.261 -6.855 -2.507 -1.297
C -5.807 -2.119 2.322 -0.717
C -0.847 -2.585 -2.537 -1.751
C -4.572 -4.031 1.542 -1.043
C -2.646 -1.613 -1.570 -1.286
C -3.497 -1.888 1.718 0.623
C 3.950 -2.603 2.120 1.107
C 1.018 -3.551 -0.028 0.489
C 4.682 -2.455 0.807 -1.241
C -1.104 -5.497 -2.762 0.120
C 1.435 4.087 -4.309 -0.731
C 0.995 1.916 -3.355 -0.075
C 1.873 2.828 -3.936 -1.015
H 5.439 -5.111 4.883 0.369
H -0.220 5.450 -4.372 0.397
H -2.015 -2.443 -8.583 0.391
H 2.907 2.544 -4.075 0.501
H -0.184 -3.662 -7.437 0.401
H 3.418 4.830 0.762 0.438
H -0.264 4.249 2.873 0.435
H -4.360 -4.635 -3.022 0.353
H 5.388 -4.039 2.768 0.243
H -6.642 -4.085 2.105 0.387
H 4.979 -1.423 0.623 0.256
H 5.570 -3.086 0.821 0.384
H -0.111 -5.072 -2.790 0.769
H 3.804 -5.633 5.289 0.303
H -4.636 -7.038 -2.604 0.391
H 0.020 -1.798 3.586 -0.034
H -1.810 3.808 -3.381 0.562
H 2.253 -3.229 5.538 0.347
H 4.566 -4.347 6.218 0.363
H -2.643 -8.476 -2.242 0.406
H -0.382 -7.464 -2.336 0.430
H 3.046 2.680 -0.454 0.555
H -4.712 -0.266 2.394 0.433
H 1.748 5.627 2.421 0.413
H -3.911 -1.777 -4.825 0.250
H -4.016 -2.191 -2.939 0.440
H -1.590 2.280 2.508 0.433
H 2.132 4.782 -4.761 0.402
H -3.877 -1.509 -7.243 0.408
H 0.712 -1.694 5.215 0.470
H -2.514 -3.659 1.029 0.510
H 4.058 -2.743 -0.038 0.225
H -4.528 -5.080 1.278 0.440
H -0.237 -3.966 -4.997 0.408
H -6.734 -1.680 2.670 0.395
H 0.930 -0.380 4.045 0.161
```

Summary:
E	-4213.10476	hartree
net charge	-1
relative energy (zero: lowest compared OMol25 entry of this formula, charge and spin)	1.381	eV
lowest unoccupied orbital energy	0.018	Ha

5.
C46H37GeN4ReS | ωB97M-V/def2-TZVPD

```
90
Properties=species:S:1:pos:R:3:mulliken_spin:R:1
Re 0.990 0.695 0.226 -0.074
Ge -0.681 -1.899 -1.648 -0.008
S 2.277 2.608 -3.763 -0.002
N 1.194 -0.095 2.124 0.213
N 1.468 2.025 -1.417 0.000
N 2.435 -0.279 2.603 0.465
N -0.263 2.274 1.106 -0.023
C -0.595 -0.588 5.343 -0.028
C -2.885 -3.568 -0.635 0.000
C -1.627 2.246 1.344 0.022
C 2.986 0.088 0.279 0.158
C 2.402 3.805 -2.553 0.002
C -3.833 1.402 0.766 0.000
C 5.694 -0.380 0.979 -0.086
C -1.915 -1.210 -3.004 0.001
C 2.109 5.660 1.858 -0.002
C 2.847 -4.262 -3.790 0.001
C -3.551 0.088 -4.871 0.000
C 2.574 4.383 2.132 0.007
C -3.152 -0.682 -2.630 0.000
C 0.453 3.410 1.433 -0.015
C 0.189 -0.344 3.073 -0.095
C 0.745 -2.893 -2.555 0.001
C -2.136 -0.828 3.527 -0.042
C 0.168 -0.463 -0.746 0.100
C 4.730 -0.385 1.962 0.104
C 0.439 -0.355 4.450 0.097
C -3.965 -0.039 -3.552 0.000
C -2.222 2.918 2.425 0.001
C -2.325 -0.431 -5.261 0.000
C -3.582 2.825 2.665 -0.001
C -0.008 4.716 1.174 -0.001
C 1.611 1.534 -2.628 -0.001
C 3.379 -0.175 1.622 -0.055
C 1.535 -4.508 -4.175 0.001
C -1.515 -1.072 -4.332 -0.002
C 0.804 5.812 1.389 0.003
C -2.892 -4.668 1.503 0.000
C -1.108 -0.603 2.628 0.062
C 1.923 3.329 -1.380 0.005
C 5.333 -0.170 -0.357 0.149
C -1.630 -3.026 -0.370 0.002
C -4.408 2.068 1.843 0.002
C -1.890 -0.820 4.894 0.053
C 2.067 -2.658 -2.175 0.009
C -2.476 1.492 0.517 -0.008
C 1.758 3.276 1.944 0.015
C -3.514 -4.386 0.296 0.000
C 0.493 -3.827 -3.560 0.002
C 4.004 0.066 -0.682 -0.096
C -1.642 -4.131 1.780 -0.001
C -1.016 -3.316 0.849 0.007
C 3.112 -3.339 -2.789 0.000
H -1.158 -4.336 2.727 0.000
H 4.132 -3.140 -2.481 0.001
H -2.694 -0.993 5.599 0.004
H -3.136 -1.007 3.150 -0.002
H -0.386 -0.582 6.407 -0.001
H 2.279 -1.931 -1.397 0.006
H -5.470 1.994 2.039 0.000
H 3.763 0.230 -1.731 -0.003
H -4.002 3.341 3.522 0.000
H 3.661 -4.792 -4.271 0.000
H -1.995 -0.332 -6.288 0.000
H 0.425 6.804 1.167 0.000
H -4.179 0.599 -5.591 0.000
H -1.290 -0.630 1.563 0.026
H 2.741 6.525 2.019 0.000
H 2.123 2.289 2.212 0.005
H -0.528 -4.028 -3.870 0.000
H 1.340 0.524 -2.886 -0.001
H -2.027 0.969 -0.320 0.002
H 1.445 -0.172 4.798 0.014
H -3.484 -0.760 -1.599 0.000
H 1.875 3.890 -0.461 -0.002
H -4.913 0.377 -3.236 0.000
H -4.493 -4.797 0.080 0.000
H 2.799 4.786 -2.747 0.000
H 3.579 4.238 2.511 0.000
H -1.005 4.844 0.770 0.000
H -0.052 -2.877 1.085 0.001
H 6.734 -0.547 1.238 -0.004
H -3.382 -3.354 -1.575 0.000
H 1.324 -5.231 -4.954 0.000
H -1.597 3.490 3.100 -0.001
H -3.384 -5.300 2.233 0.000
H 4.983 -0.565 3.000 0.002
H 6.091 -0.178 -1.132 0.011
H -4.454 0.802 0.109 0.000
H -0.555 -1.467 -4.649 0.000
```

Summary:
multiplicity	2
E	-4547.52495	hartree
net charge	-1
relative energy (zero: lowest compared OMol25 entry of this formula, charge and spin)	0.000	eV
lowest unoccupied orbital energy (spin up / spin down)	0.081 / 0.081	Ha
<S²>	0.78